The following is a quantum chemistry calculation of a molecular structure, C42H54BrN5O3PPt, from OMol25.

Summary:
* total charge: +3
* spin multiplicity: 5
* orbital gap (spin up / spin down): 0.3163 / 0.1798 Ha
* ΔE to the lowest compared entry with this formula, charge and spin: 38.6 kcal/mol
* maximum force: 0.72 eV/Å

Geometry as XYZ:
```
107
Properties=species:S:1:pos:R:3:lowdin_charge:R:1
Pt -0.22 -1.26 0.86 1.494
C 0.69 -3.57 2.67 -0.060
N 0.77 -2.08 2.75 -0.199
C 2.17 -1.59 2.69 -0.108
C 2.78 -1.84 1.35 -0.271
C 4.13 -2.10 1.19 0.021
C 4.61 -2.39 -0.08 0.009
C 3.72 -2.45 -1.14 -0.001
C 2.38 -2.17 -0.91 -0.096
N 1.94 -1.84 0.31 0.019
C 0.13 -1.52 3.98 -0.069
C -1.04 -0.62 3.69 -0.244
C -1.91 -0.23 4.70 0.030
C -2.99 0.57 4.39 0.020
C -3.19 0.96 3.07 0.005
C -2.28 0.56 2.12 -0.122
N -1.21 -0.19 2.44 -0.029
C -0.05 -4.14 1.48 -0.242
C -0.34 -5.49 1.45 0.029
C -1.01 -6.01 0.35 0.020
C -1.39 -5.17 -0.68 0.002
C -1.09 -3.83 -0.58 -0.098
N -0.42 -3.34 0.48 -0.073
H 0.22 -3.95 3.57 0.143
H 1.71 -3.96 2.65 0.151
H 2.75 -2.08 3.48 0.157
H 2.16 -0.52 2.91 0.131
H 4.79 -2.10 2.05 0.143
H 5.66 -2.59 -0.24 0.139
H 4.04 -2.71 -2.14 0.133
H 1.65 -2.23 -1.70 0.108
H 0.87 -0.94 4.53 0.146
H -0.19 -2.32 4.64 0.145
H -1.74 -0.58 5.71 0.142
H -3.68 0.88 5.16 0.138
H -4.03 1.57 2.78 0.134
H -2.38 0.80 1.07 0.085
H -0.04 -6.13 2.27 0.143
H -1.24 -7.07 0.31 0.140
H -1.92 -5.54 -1.55 0.134
H -1.37 -3.12 -1.35 0.122
Br -4.98 0.02 -2.07 0.808
C -5.33 -1.24 -0.72 -0.652
C -6.65 -1.61 -0.43 -0.115
N -6.96 -2.46 0.54 0.124
C -5.98 -2.99 1.27 -0.035
C -4.65 -2.68 1.02 -0.102
C -4.31 -1.81 -0.01 -0.065
C -3.54 -3.24 1.86 -0.530
O -3.80 -4.46 2.12 0.286
O -2.53 -2.62 2.15 0.049
H -7.47 -1.21 -1.01 0.127
H -6.27 -3.66 2.07 0.139
H -3.27 -1.55 -0.21 0.090
O -0.51 0.53 -0.26 -0.507
P 0.16 1.68 -1.12 0.951
C -0.72 3.28 -0.88 -0.316
C -1.51 3.47 0.41 -0.181
C -0.63 3.84 1.60 -0.188
C 0.18 5.10 1.31 -0.173
C 0.96 5.01 0.00 -0.178
C 0.09 4.56 -1.17 -0.167
C 1.94 1.56 -0.78 -0.340
C 2.81 2.44 -1.72 -0.161
C 4.26 2.56 -1.23 -0.156
C 4.63 1.40 -0.32 -0.188
C 3.82 1.50 0.96 -0.159
C 2.30 1.69 0.71 -0.172
C -0.20 1.27 -2.85 -0.350
C 0.16 2.36 -3.90 -0.169
C 0.43 1.73 -5.27 -0.178
C -0.53 0.58 -5.55 -0.175
C -0.31 -0.58 -4.56 -0.170
C 0.35 -0.10 -3.25 -0.214
H -1.46 3.18 -1.69 0.121
H -2.14 2.61 0.61 0.072
H -2.21 4.30 0.22 0.139
H 0.03 2.99 1.85 0.093
H -1.26 4.00 2.48 0.119
H 0.85 5.32 2.14 0.121
H -0.52 5.94 1.25 0.127
H 1.82 4.35 0.11 0.085
H 1.38 5.99 -0.24 0.130
H 0.67 4.49 -2.09 0.092
H -0.66 5.34 -1.36 0.137
H 2.11 0.51 -1.06 0.091
H 2.38 3.44 -1.82 0.087
H 2.79 1.99 -2.72 0.112
H 4.39 3.49 -0.68 0.125
H 4.92 2.62 -2.10 0.124
H 5.70 1.42 -0.09 0.126
H 4.45 0.45 -0.84 0.099
H 4.18 2.35 1.53 0.125
H 4.00 0.63 1.60 0.086
H 1.99 2.65 1.09 0.087
H 1.72 0.95 1.27 0.065
H -1.29 1.17 -2.81 0.129
H 1.02 2.95 -3.59 0.086
H -0.69 3.05 -3.98 0.124
H 1.46 1.37 -5.32 0.120
H 0.35 2.50 -6.03 0.126
H -0.41 0.22 -6.57 0.121
H -1.55 0.95 -5.47 0.119
H 0.31 -1.35 -5.01 0.117
H -1.27 -1.05 -4.32 0.110
H 1.44 -0.05 -3.37 0.115
H 0.15 -0.82 -2.45 0.068
```